Record 1
14 unconnected molecules or ions with the total composition C21H70N14O14 at a distorted geometry, computed with ωB97M-V with the def2-TZVPD basis set.

The geometry in ORCA input format:
```
! wB97M-V def2-TZVPD RIJCOSX def2/J DEFGRID3
* xyz 0 1
C -0.0186 -7.7655 2.6720
C -0.6008 -6.3904 2.2979
O 0.2025 -5.7332 1.3466
H -0.8358 -8.4457 2.9364
H 0.7157 -7.7761 3.4217
H 0.4706 -8.0908 1.7592
H -0.8154 -5.7340 3.1211
H -1.5715 -6.5208 1.8501
H -0.3711 -5.1263 0.8301
C 3.8959 -5.3729 3.7998
C 3.8023 -5.3286 2.3065
O 2.6594 -4.6695 1.8695
H 4.3560 -4.4690 4.2545
H 4.5535 -6.2429 4.0712
H 2.8470 -5.4922 4.1978
H 3.8303 -6.3239 1.9071
H 4.6227 -4.7821 1.8741
H 1.8781 -5.1967 1.6540
C -3.1271 4.8634 3.6904
C -2.2931 4.0295 4.6368
O -1.5230 3.0991 3.8810
H -3.8618 5.4940 4.1866
H -3.4890 4.1892 2.9986
H -2.5276 5.5480 3.1600
H -2.9218 3.3747 5.2120
H -1.6481 4.6365 5.3081
H -1.0733 3.5757 3.1845
C 3.7195 -1.8073 -4.2547
C 2.1871 -1.8482 -4.0885
O 1.8127 -0.5562 -3.8062
H 4.2287 -1.6031 -3.3136
H 4.0346 -1.0113 -4.9567
H 4.0862 -2.7700 -4.6212
H 1.8474 -2.5868 -3.3199
H 1.7798 -2.1477 -5.0752
H 0.8421 -0.5441 -3.6836
C -1.5435 -2.8260 2.8211
C -1.1127 -1.9026 3.9815
O -1.5561 -0.5318 3.8638
H -1.9658 -3.7499 3.2476
H -0.7394 -3.1462 2.1286
H -2.3537 -2.3018 2.2701
H -0.0212 -1.9135 4.1131
H -1.5752 -2.3077 4.8347
H -1.4191 -0.0895 4.7192
C 0.2031 -1.0702 -0.9248
C -0.8407 -0.3388 -1.6740
O -0.7827 -0.8185 -3.0261
H 0.0700 -2.1821 -0.9312
H 0.2322 -0.7330 0.1030
H 1.1242 -0.9852 -1.5005
H -0.6134 0.7172 -1.6551
H -1.7727 -0.5435 -1.2816
H -1.5570 -0.5668 -3.5719
C 5.0400 0.0757 2.3054
C 4.4430 0.9004 1.2113
O 4.5399 2.2960 1.4307
H 6.1747 0.1769 2.2829
H 4.7604 -0.9144 2.0210
H 4.5691 0.2863 3.2738
H 3.3750 0.5661 1.0882
H 4.8762 0.6550 0.1863
H 4.4593 2.7767 0.6011
C 2.9525 2.7782 -1.7397
O 3.8236 3.3811 -1.1365
N 2.9893 1.4169 -1.8868
N 1.9053 3.3312 -2.4214
H 2.7142 0.9946 -2.7719
H 3.8435 1.0448 -1.5383
H 1.2962 2.8245 -3.0625
H 2.0609 4.2934 -2.7153
C 1.0581 4.1388 1.4807
O -0.1262 4.4151 1.6035
N 1.8641 4.9128 0.7078
N 1.6872 3.2254 2.2921
H 2.7325 4.5432 0.3508
H 1.4011 5.6279 0.2242
H 1.0665 2.5438 2.6771
H 2.6609 2.9472 2.2813
C -3.9384 0.8211 1.3227
O -4.6833 0.8456 0.3137
N -3.0237 1.7775 1.5410
N -3.9626 -0.1454 2.2617
H -2.7986 2.4252 0.7756
H -2.4440 1.7632 2.3455
H -4.5366 -0.9664 1.9788
H -3.0592 -0.3428 2.6909
C -0.9918 3.0427 -5.0010
O -0.6282 2.6976 -3.8662
N -1.6062 2.2048 -5.8857
N -0.6810 4.2717 -5.4213
H -1.9684 2.5297 -6.7406
H -1.7711 1.2257 -5.6132
H -1.0896 4.7083 -6.2429
H -0.2014 4.8693 -4.7922
C -0.5966 5.7647 -1.6791
O 0.0592 6.0914 -2.6956
N -0.6605 6.6348 -0.5901
N -1.2591 4.6099 -1.6014
H -0.8663 6.2097 0.3106
H -0.3341 7.5704 -0.6966
H -1.4663 4.3383 -0.6417
H -0.9194 3.9359 -2.1639
C -2.1085 -3.9714 -0.9543
O -1.8098 -4.7648 -0.0949
N -1.3560 -3.8433 -2.1242
N -3.2799 -3.2475 -0.8410
H -0.6281 -4.5317 -2.0731
H -1.4880 -3.1463 -2.8290
H -3.7194 -3.2642 0.0606
H -3.4334 -2.4435 -1.3838
C -3.6135 0.3593 -3.0729
O -3.0164 0.0178 -4.1758
N -4.6681 -0.3086 -2.5661
N -3.2594 1.5295 -2.4744
H -4.8727 -1.1417 -3.1200
H -4.9568 -0.3045 -1.5693
H -2.4251 2.0447 -2.7567
H -3.5755 1.7110 -1.5051
*
```

Results
Total energy = -72446.0886 eV
Maximum force = 4.41 eV/Å
Highest occupied orbital energy = -9.444 eV

Record 2
15 unconnected molecules or ions with the total composition C21H70O17 at a distorted geometry, computed with ωB97M-V with the def2-TZVPD basis set.

The geometry in ORCA input format:
```
! wB97M-V def2-TZVPD RIJCOSX def2/J DEFGRID3
* xyz 0 1
C 2.0144 -0.8901 -2.1733
C 2.9867 -0.6725 -3.4411
C 2.6774 0.7798 -4.1051
C 1.2347 0.8515 -4.8199
C 0.2218 1.9267 -4.1866
C -1.0592 1.3071 -3.4425
O -0.9078 -0.0729 -2.9925
C -1.7182 -0.9579 -3.7440
O -2.9126 -1.1891 -3.4139
O -1.2640 -1.6401 -4.9258
H 1.5894 0.1532 -1.9094
H 2.5211 -1.3515 -1.2576
H 1.1653 -1.5970 -2.5068
H 2.7961 -1.5383 -4.1606
H 4.0780 -0.6981 -3.0599
H 3.4624 0.8965 -4.9355
H 2.7740 1.6367 -3.3597
H 1.4175 1.1844 -5.9131
H 0.8294 -0.2162 -4.8747
H -0.1765 2.5987 -5.0393
H 0.8168 2.6361 -3.4996
H -2.0283 1.3507 -4.0590
H -1.2605 1.9693 -2.5158
H -1.0042 -0.9674 -5.6043
C 5.6354 2.9752 -3.9530
O 4.4531 2.9340 -4.7382
H 5.5430 2.2531 -3.1409
H 6.4984 2.7152 -4.5712
H 5.7653 3.9762 -3.5335
H 4.5596 3.5803 -5.4481
C 0.9051 4.8246 -1.5850
O 0.8657 3.4712 -1.1648
H 0.3866 4.9132 -2.5410
H 0.4060 5.4533 -0.8427
H 1.9443 5.1416 -1.7066
H 1.3314 3.4226 -0.3173
C 1.2153 3.5031 2.6888
O 1.5924 4.2482 1.5394
H 1.2455 2.4423 2.4440
H 1.9126 3.7069 3.5059
H 0.2018 3.7772 2.9859
H 1.5585 5.1835 1.7770
C -0.8829 5.0729 5.4023
O -0.5050 5.8236 4.2557
H -0.8522 4.0118 5.1543
H -0.1861 5.2730 6.2202
H -1.8979 5.3442 5.7025
H -0.5405 6.7564 4.5016
C -2.4248 6.4780 -3.0873
O -1.5407 6.2820 -4.1810
H -1.8390 6.7012 -2.1953
H -3.0925 7.3165 -3.3012
H -3.0075 5.5686 -2.9196
H -2.0849 6.0865 -4.9541
C 4.3827 -1.6788 1.4457
O 4.7582 -0.9521 0.2845
H 4.4106 -2.7448 1.2178
H 5.0825 -1.4646 2.2575
H 3.3689 -1.3997 1.7440
H 4.7252 -0.0145 0.5124
C -0.9922 -0.1407 1.5940
O -0.5332 1.2024 1.5237
H -1.1610 -0.4024 2.6394
H -1.9303 -0.2364 1.0408
H -0.2406 -0.8075 1.1725
H -0.3924 1.4072 0.5895
C -0.9960 -4.3502 1.1391
O -0.5348 -3.0068 1.0674
H -1.1644 -4.6096 2.1843
H -1.9338 -4.4466 0.5873
H -0.2443 -5.0201 0.7173
H -0.3942 -2.8037 0.1334
C -4.4513 -0.3674 3.2595
O -3.8778 0.5340 4.2002
H -5.5364 -0.3445 3.3642
H -4.1793 -0.0624 2.2483
H -4.0897 -1.3809 3.4557
H -2.9191 0.4934 4.0850
C -6.0774 1.0686 -0.1116
O -4.8913 0.6087 0.5195
H -6.7513 1.4617 0.6501
H -5.8332 1.8621 -0.8224
H -6.5638 0.2395 -0.6316
H -4.3132 0.2665 -0.1758
C 5.0685 -3.6539 -2.4564
O 4.1722 -3.7193 -3.5566
H 4.7492 -2.8523 -1.7894
H 5.0560 -4.6027 -1.9133
H 6.0792 -3.4436 -2.8159
H 4.4759 -4.4340 -4.1301
C -1.9855 -8.4050 0.6538
O -1.5224 -7.0631 0.5779
H -2.1526 -8.6609 1.6991
H -2.9247 -8.5017 0.1029
H -1.2340 -9.0775 0.2327
H -1.3824 -6.8623 -0.3561
C 0.5402 -9.3271 4.1000
O -0.7958 -9.1324 3.6607
H 0.7526 -10.3963 4.1164
H 1.2305 -8.8321 3.4121
H 0.6608 -8.9192 5.1068
H -0.9575 -8.1801 3.6552
C -3.7577 1.4682 7.9777
O -2.8679 1.2965 6.8872
H -3.1766 1.6773 8.8766
H -4.4287 2.3080 7.7780
H -4.3385 0.5542 8.1277
H -3.4076 1.1126 6.1043
*
```

Results
Total energy = -57710.5373 eV
Maximum force = 5.13 eV/Å
Highest occupied orbital energy = -9.689 eV

Record 3
15 unconnected molecules or ions with the total composition C21H72O15 at a distorted geometry, computed with ωB97M-V with the def2-TZVPD basis set.

The geometry in ORCA input format:
```
! wB97M-V def2-TZVPD RIJCOSX def2/J DEFGRID3
* xyz 0 1
O -3.3629 -0.0449 1.9992
H -3.5390 -0.9390 2.3037
H -2.4067 0.0792 2.1239
O 2.1897 3.9934 1.0137
H 1.9311 3.7040 1.9059
H 1.5577 4.6794 0.7865
O -0.1631 -1.3196 4.0671
H -0.5387 -0.7001 3.4111
H 0.1013 -0.7654 4.8059
O 2.8006 -1.6662 3.8565
H 2.8001 -2.2949 4.5830
H 1.8809 -1.6311 3.5670
O 1.0776 3.1611 3.2896
H 0.3895 3.8360 3.2589
H 0.7871 2.5534 3.9737
O 0.3562 -3.9126 3.3492
H 0.2719 -2.9599 3.4926
H -0.4047 -4.1443 2.8070
O -3.0031 2.5305 5.2396
H -3.7805 1.9646 5.2075
H -2.2725 1.9469 5.0149
O 3.8364 0.2055 2.0831
H 3.2401 -0.0976 1.3943
H 3.6411 -0.3610 2.8425
C 0.5832 1.4284 0.4343
C -0.4905 0.4299 0.9690
C 0.1446 -0.9790 0.8503
O -0.7664 0.6607 2.3769
H 1.5043 1.3917 1.0109
H 0.1611 2.4318 0.5125
H 0.7353 1.2560 -0.6309
H -1.4279 0.4544 0.4141
H 0.6837 -1.1876 -0.0750
H -0.6146 -1.7656 0.8441
H 0.8742 -1.1729 1.6349
H -0.7384 1.6197 2.5018
C -0.3923 4.7863 -4.1323
C 0.9133 3.9691 -4.2962
C 1.4850 3.5801 -2.9864
O 0.7961 2.8415 -5.1488
H -0.2081 5.6185 -3.4555
H -1.1243 4.0824 -3.7297
H -0.7376 5.1387 -5.1044
H 1.5139 4.5753 -4.9856
H 1.8688 4.3811 -2.3527
H 2.4004 2.9876 -3.0534
H 0.7507 3.0091 -2.4151
H 0.3886 3.1463 -5.9640
C -3.4173 -4.0903 1.7576
C -2.8880 -5.3934 1.2121
C -3.2356 -5.5008 -0.2497
O -1.4812 -5.3714 1.3464
H -3.1037 -3.1462 1.3054
H -3.2085 -3.9819 2.8230
H -4.4929 -4.1243 1.5700
H -3.3330 -6.1232 1.8942
H -4.2958 -5.5287 -0.5070
H -2.8523 -6.4234 -0.6900
H -2.8152 -4.6045 -0.7060
H -1.1606 -6.2400 1.0837
C -2.2951 -1.1890 -2.9240
C -2.5732 0.2429 -2.7611
C -2.3762 1.0227 -4.0411
O -3.9450 0.4323 -2.3764
H -2.5776 -1.7383 -2.0238
H -1.2161 -1.3704 -2.9180
H -2.7481 -1.5891 -3.8309
H -1.9165 0.5888 -1.9589
H -1.3249 1.2720 -4.2003
H -2.8904 1.9846 -4.0489
H -2.7444 0.4253 -4.8774
H -4.4512 0.5635 -3.1821
C -3.8615 4.5818 2.2592
C -2.5519 4.1320 1.6204
C -1.7055 5.3712 1.2277
O -1.9123 3.3392 2.6291
H -4.3927 3.6698 2.5431
H -4.5400 5.0980 1.5812
H -3.6247 5.1317 3.1690
H -2.6138 3.5523 0.6974
H -0.6412 5.1783 1.0899
H -1.7710 6.0679 2.0658
H -2.1381 5.7951 0.3228
H -2.5366 3.1433 3.3376
C 2.4601 -1.1959 -2.6968
C 3.2283 -0.2942 -3.6912
C 4.7434 -0.3337 -3.4091
O 3.0015 -0.7772 -4.9976
H 2.4354 -0.8167 -1.6739
H 2.9450 -2.1743 -2.6823
H 1.4401 -1.4386 -3.0019
H 2.7942 0.7090 -3.7162
H 4.8401 0.3297 -2.5409
H 5.3976 0.1568 -4.1271
H 5.1204 -1.2731 -3.0085
H 2.0715 -0.6449 -5.2020
C 4.7174 -3.3613 0.8244
C 3.6213 -4.4271 0.8041
C 2.2838 -3.7671 0.3679
O 3.8575 -5.4266 -0.2002
H 4.2718 -2.5229 1.3590
H 4.9530 -3.1028 -0.2093
H 5.6610 -3.6709 1.2742
H 3.6162 -5.0124 1.7257
H 2.1672 -2.8892 1.0047
H 1.3803 -4.3522 0.5344
H 2.3238 -3.4452 -0.6721
H 4.6080 -5.9477 0.0995
*
```

Results
Total energy = -53656.3580 eV
Maximum force = 2.79 eV/Å
Highest occupied orbital energy = -9.694 eV

Record 4
19 unconnected molecules or ions with the total composition C21H78NO20 at a distorted geometry, computed with ωB97M-V with the def2-TZVPD basis set.

The geometry in ORCA input format:
```
! wB97M-V def2-TZVPD RIJCOSX def2/J DEFGRID3
* xyz -1 1
N -0.8092 0.4753 -2.8846
C 0.4954 -0.1022 -2.6229
C 1.2583 0.5454 -1.5049
C 2.4710 -0.2985 -1.1771
O 3.5578 0.0467 -1.7181
O 2.2687 -1.2653 -0.4222
H -1.4635 0.1497 -2.1986
H -0.7687 1.4763 -2.8025
H 1.0941 -0.0512 -3.5033
H 0.3737 -1.1297 -2.3724
H 1.5610 1.5282 -1.7828
H 0.6327 0.5827 -0.6433
C -2.1637 -0.2701 -6.2870
O -3.0313 0.4997 -5.4549
H -2.6124 -0.2959 -7.2774
H -1.1722 0.1874 -6.3546
H -2.0562 -1.2896 -5.9290
H -2.6228 0.5119 -4.5816
C -3.1848 -4.4438 -7.8150
O -2.8036 -3.4938 -6.8263
H -2.4067 -4.4697 -8.5746
H -3.2751 -5.4405 -7.3808
H -4.1313 -4.1641 -8.2798
H -3.4899 -3.4834 -6.1522
C 6.9846 -0.1413 -0.8246
O 5.9848 0.8401 -0.6164
H 7.9463 0.2979 -0.5823
H 6.8321 -1.0188 -0.1839
H 7.0053 -0.4772 -1.8667
H 5.1344 0.4098 -0.8482
C 1.1208 3.8291 -0.0905
O -0.0764 3.3117 -0.6682
H 1.7667 2.9843 0.1367
H 1.6283 4.4766 -0.8042
H 0.9239 4.3720 0.8376
H -0.6502 4.0457 -0.8915
C 5.7832 3.3257 1.3257
O 4.8781 4.2715 1.9463
H 5.5796 3.3112 0.2709
H 6.8202 3.6352 1.4853
H 5.6396 2.3155 1.7002
H 5.0393 4.2548 2.8901
C 2.2124 5.1912 4.1994
O 2.2493 5.8509 2.9381
H 1.2720 5.4417 4.6694
H 2.2568 4.1042 4.0850
H 3.0333 5.5147 4.8528
H 3.0747 5.6177 2.5143
C 4.1318 4.0575 -2.8140
O 3.6213 4.9106 -1.7877
H 3.4984 4.2123 -3.6828
H 5.1636 4.3084 -3.0833
H 4.0801 3.0013 -2.5474
H 4.1604 4.7967 -0.9968
C -1.7288 6.0844 0.9490
O -1.4554 6.8929 -0.1961
H -2.1254 5.1408 0.5878
H -0.8178 5.8871 1.5181
H -2.4720 6.5506 1.6028
H -1.0928 7.7265 0.1032
C -0.5096 -1.8151 2.2182
O -1.0083 -1.3372 0.9831
H -1.3241 -1.7483 2.9387
H -0.1840 -2.8575 2.1450
H 0.3313 -1.2108 2.5694
H -0.2815 -1.3941 0.3477
C -0.7004 3.8118 7.4674
O 0.1681 4.6171 6.6738
H -0.9160 2.9351 6.8637
H -0.2338 3.4893 8.4020
H -1.6442 4.3143 7.6943
H 0.3862 5.4095 7.1663
C -3.6469 1.8312 8.8211
O -3.4810 2.5209 10.0648
H -2.6576 1.7453 8.3828
H -4.0544 0.8285 8.9679
H -4.2867 2.3779 8.1284
H -4.3483 2.6122 10.4660
C -5.4873 5.1574 9.3637
O -6.4844 4.3164 9.9501
H -4.7812 4.4963 8.8750
H -5.9054 5.8387 8.6188
H -4.9500 5.7346 10.1200
H -7.1250 4.8702 10.3966
C -7.2521 -2.5677 -7.8278
O -6.4687 -3.6576 -8.3131
H -6.5682 -1.9031 -7.3099
H -7.7315 -2.0135 -8.6393
H -8.0207 -2.8965 -7.1231
H -7.0469 -4.2642 -8.7765
C -3.4826 -6.0275 -4.5862
O -4.5171 -5.1079 -4.2029
H -2.5479 -5.4849 -4.5842
H -3.4088 -6.8638 -3.8902
H -3.6805 -6.4155 -5.5870
H -5.3525 -5.5745 -4.2014
C -2.9760 0.0201 5.5778
O -3.9979 0.9863 5.8235
H -2.0805 0.3827 6.0737
H -3.2282 -0.9605 5.9911
H -2.7583 -0.0883 4.5133
H -4.7969 0.6880 5.3876
C -0.1161 -7.4422 -2.5674
O -0.6022 -7.0042 -3.8371
H -0.9244 -7.2904 -1.8568
H 0.1557 -8.4992 -2.5787
H 0.7445 -6.8544 -2.2399
H 0.1004 -7.1237 -4.4771
C 11.3502 -1.0856 -1.0660
O 10.0529 -1.1404 -0.4882
H 11.2981 -0.3536 -1.8662
H 12.1124 -0.7622 -0.3500
H 11.6556 -2.0449 -1.4950
H 10.0621 -1.7815 0.2234
C -0.5260 -11.4537 -2.1841
O 0.4240 -10.9028 -3.0913
H -0.5310 -10.8061 -1.3127
H -1.5348 -11.4741 -2.6051
H -0.2543 -12.4636 -1.8646
H 0.4486 -11.4517 -3.8756
*
```

Results
Total energy = -65475.9599 eV
Maximum force = 1.03 eV/Å
Highest occupied orbital energy = -4.802 eV